1.
The ion C7H8NO5S with charge -1 in a non-equilibrium geometry. Source: the Open Molecules 2025 dataset; level of theory: ωB97M-V/def2-TZVPD.

The HOMO energy comes out at -5.3 eV. The value obtained for the total energy is -29952.46387 eV. Its net charge is -1. The spin multiplicity is 1. Its frontier orbital gap is 0.317 Eh. The LUMO energy is 3.28 eV. As for the SMILES: O=c1ccccn1C[C@H](O)S(=O)(=O)[O-].

Last column: natural (NBO) charge in e.
Positions of all 22 atoms, in Å:
S 0.246 -1.549 -2.619  2.3485
O -0.472 -0.281 -2.957  -1.0243
O -0.315 -3.186 -0.916  -0.7443
O -0.389 -0.653 2.681  -0.6504
O 1.662 -1.416 -2.580  -1.0085
O -0.276 -2.728 -3.417  -0.9864
N 0.125 0.074 0.579  -0.3717
C -0.659 1.631 2.189  -0.3576
C 0.657 -1.204 0.070  -0.2621
C -0.625 2.612 1.265  -0.1500
C -0.037 1.049 -0.342  0.0854
C -0.346 0.265 1.900  0.6069
C -0.308 2.395 -0.058  -0.3629
C -0.243 -1.809 -0.949  -0.2066
H 1.428 -0.935 -0.549  0.2452
H 0.006 0.553 -1.344  0.2674
H 1.027 -1.938 0.880  0.2589
H -1.212 -1.378 -0.976  0.1810
H -0.303 -3.395 -1.934  0.4914
H -1.146 1.792 3.173  0.2149
H -0.800 3.662 1.494  0.1986
H -0.259 3.206 -0.797  0.2265

---

2.
The ion C7H8NOS with charge +1 in a non-equilibrium geometry. Source: the Open Molecules 2025 dataset; level of theory: ωB97M-V/def2-TZVPD.

The HOMO energy (alpha / beta) comes out at -12.0 / -12.0 eV. The value obtained for the total energy is -21749.29101 eV. Its net charge is +1. The spin multiplicity is 1. Its frontier orbital gap (alpha / beta) is 0.288 / 0.288 Eh. The LUMO energy (alpha / beta) is -4.15 / -4.15 eV.

Last column: natural (NBO) charge in e.
Positions of all 18 atoms, in Å:
S 3.162 -1.144 -0.317  0.4712
O -1.146 -2.722 0.604  -0.5915
N -1.300 0.645 -0.678  -0.5478
C 1.042 0.323 0.222  -0.3114
C 2.202 1.112 0.602  -0.2379
C 1.479 -0.990 -0.032  -0.2672
C -1.253 -0.469 0.281  -0.1354
C -0.815 -1.785 -0.191  0.2936
C 3.383 0.501 0.292  -0.3595
C -0.310 0.698 0.480  -0.0004
H -0.316 1.513 1.282  0.2947
H -2.141 -0.736 0.890  0.2842
H 2.246 2.117 1.044  0.2393
H -0.543 -2.086 -1.142  0.2223
H -1.027 0.546 -1.642  0.4430
H -1.993 1.375 -0.834  0.4544
H 4.341 0.778 0.472  0.2321
H -1.098 -3.542 0.084  0.5163

---

3.
A structure of composition C7H8O in a non-equilibrium geometry. Source: the Open Molecules 2025 dataset; level of theory: ωB97M-V/def2-TZVPD.

The HOMO energy comes out at -8.7 eV. The value obtained for the total energy is -9434.00075 eV. Its net charge is 0. The spin multiplicity is 1. Its frontier orbital gap is 0.354 Eh. The LUMO energy is 0.95 eV.

Last column: natural (NBO) charge in e.
Positions of all 16 atoms, in Å:
O 1.778 -0.425 -0.418  -0.5274
C 2.709 0.276 0.421  -0.2549
C -2.313 0.194 0.164  -0.2688
C -1.427 1.291 0.002  -0.1639
C -0.076 1.119 -0.219  -0.3155
C -0.379 -1.323 -0.025  -0.2857
C 0.474 -0.220 -0.155  0.3360
C -1.710 -1.045 0.106  -0.1872
H 2.825 1.222 -0.017  0.1815
H 0.027 -2.243 -0.296  0.2242
H -3.444 0.288 0.370  0.2334
H -1.686 2.608 -0.105  0.2105
H 0.718 1.849 -0.442  0.2197
H 3.605 -0.447 0.335  0.2017
H 2.425 0.240 1.484  0.1886
H -2.366 -1.873 0.244  0.2077

---

4.
An isolated molecule of C7H8O in a non-equilibrium geometry. Source: the Open Molecules 2025 dataset; level of theory: ωB97M-V/def2-TZVPD.

The HOMO energy comes out at -8.1 eV. The value obtained for the total energy is -9430.50876 eV. Its net charge is 0. The spin multiplicity is 1. Its frontier orbital gap is 0.328 Eh. The LUMO energy is 0.88 eV. As for the SMILES: C1=C2COCC2=CC1.

Last column: natural (NBO) charge in e.
Positions of all 16 atoms, in Å:
O 2.227 0.049 -0.711  -0.5261
C 1.614 -1.114 0.022  -0.0974
C 1.541 1.095 0.235  -0.1035
C 0.073 -0.771 -0.058  -0.0953
C -1.194 -1.097 0.092  -0.1306
C -1.135 1.151 -0.056  -0.2183
C -2.010 0.019 -0.342  -0.5243
C 0.054 0.554 0.188  -0.0482
H -1.980 -2.024 0.332  0.2132
H 1.899 -1.968 -0.549  0.2030
H 1.905 1.022 1.303  0.1890
H -2.643 0.211 -1.237  0.2895
H 1.757 2.002 -0.299  0.2099
H 2.007 -1.292 1.125  0.1888
H -2.994 0.043 0.137  0.2459
H -1.120 2.122 -0.181  0.2046

---

5.
A cluster of 2 separate species, C7H8O in total in a non-equilibrium geometry. Source: the Open Molecules 2025 dataset; level of theory: ωB97M-V/def2-TZVPD.

The HOMO energy comes out at -8.4 eV. The value obtained for the total energy is -9426.06323 eV. Its net charge is 0. The spin multiplicity is 1. Its frontier orbital gap is 0.316 Eh. The LUMO energy is 0.22 eV.

Last column: natural (NBO) charge in e.
Positions of all 16 atoms, in Å:
O 0.586 2.033 -0.649  -0.5296
C 1.636 -2.539 -0.749  -0.2734
C 0.740 -1.670 -0.530  -0.0705
C 0.569 0.608 -0.772  0.2738
C -1.883 -1.477 1.300  -0.4053
C -0.976 -0.440 0.993  -0.2381
C -0.346 2.940 0.221  -0.2364
C -0.107 -0.495 -0.328  -0.2953
H -0.305 3.934 0.017  0.1969
H -2.365 -1.936 2.357  0.2575
H -0.246 2.817 1.262  0.1856
H -1.400 2.555 0.055  0.1904
H 2.495 -3.628 -0.131  0.3011
H 1.587 0.367 -1.299  0.2131
H -1.837 -2.159 0.164  0.2175
H -0.413 0.228 1.959  0.2127

---

6.
A structure of composition C7H8O2 in a non-equilibrium geometry. Source: the Open Molecules 2025 dataset; level of theory: ωB97M-V/def2-TZVPD.

The HOMO energy comes out at -9.7 eV. The value obtained for the total energy is -11477.51254 eV. Its net charge is 0. The spin multiplicity is 1. Its frontier orbital gap is 0.385 Eh. The LUMO energy is 0.83 eV.

Last column: natural (NBO) charge in e.
Positions of all 17 atoms, in Å:
O 1.697 0.268 -0.681  -0.4962
O 1.066 -1.059 -2.549  -0.5402
C -1.247 1.337 1.161  -0.3854
C 0.799 -0.006 0.423  0.0898
C -1.579 -0.007 0.227  -0.1900
C -0.355 0.056 -0.665  -0.3877
C -0.918 -0.708 1.550  -0.4015
C -0.083 0.496 1.714  -0.2243
C 0.832 -0.385 -1.549  0.8090
H 1.059 -1.012 0.834  0.1633
H -0.436 0.924 -1.366  0.2329
H -1.930 1.231 2.122  0.2063
H -2.650 -0.381 -0.089  0.2421
H -1.534 -0.792 2.441  0.2199
H 0.376 0.897 2.601  0.2314
H -0.417 -1.597 1.428  0.2038
H -1.268 2.366 0.704  0.2270

---

It is found that the relative energy (zero: lowest compared OMol25 entry of this formula, charge and spin) values, taken in the order of the records, are 14.6, 114.7, 51.7, 132.2, 234.7, 139.5 kcal per mole.